Computed, not measured: a cluster of 2 separate species, CH3Br2P in total, with ωB97M-V/def2-TZVPD.

<S²>: 2.009
2S+1: 3
ΔE to the lowest compared entry with this formula, charge and spin: 201.8 kJ/mol
E_LUMO (alpha / beta): 0.68 / -3.71 eV

Positions of all 7 atoms, in Å:
1 C 0.97 -0.47 -0.48
2 P -0.67 -0.76 0.23
3 Br 2.26 -1.65 0.05
4 Br 2.07 1.95 0.07
5 H 0.82 -0.21 -1.48
6 H -1.47 0.49 0.42
7 H -0.16 -0.89 1.48